{
  "formula": "C59H55N3O7S3TeTi",
  "method": "ωB97M-V/def2-TZVPD",
  "homo_lumo_gap_ev": [5.43, 7.26],
  "total_charge": -1,
  "total_energy_ha": -5284.41940,
  "multiplicity": 4,
  "homo_ev": [-3.432, -5.307],
  "s2": 3.801,
  "fmax_ha_per_bohr": 0.02245,
  "relative_energy_kcal_mol": 0.0,
  "lumo_ev": [1.99, 1.96],
  "species": ["Ti", "O", "C", "O", "C", "C", "C", "C", "C", "N", "C", "O", "O", "H", "H", "H", "H", "H", "S", "C", "N", "C", "C", "C", "C", "C", "C", "S", "H", "H", "H", "H", "C", "C", "O", "S", "C", "C", "C", "C", "C", "C", "C", "C", "H", "H", "H", "H", "H", "H", "H", "C", "C", "C", "C", "C", "C", "C", "O", "C", "C", "C", "H", "H", "H", "H", "H", "H", "H", "H", "H", "H", "H", "H", "C", "C", "C", "C", "C", "C", "Te", "N", "C", "O", "C", "C", "C", "C", "C", "C", "C", "C", "C", "C", "C", "C", "C", "C", "C", "C", "C", "C", "H", "H", "H", "H", "H", "H", "H", "H", "H", "H", "H", "H", "H", "H", "H", "H", "H", "H", "H", "H", "H", "H", "H", "H", "H", "H", "H"],
  "coordinates": [[-0.5263, -0.1675, -0.1707], [-0.5692, 0.4202, -4.2472], [-0.2121, 0.1003, -2.9897], [-0.4561, 0.8969, -2.0497], [0.4791, -1.1105, -2.7794], [0.9090, -1.9951, -3.7892], [1.7464, -3.0187, -3.4770], [2.1997, -3.1509, -2.1343], [1.7130, -2.2774, -1.1901], [0.8310, -1.3129, -1.4523], [2.1454, -2.3238, 0.2558], [3.1978, -3.1139, 0.5498], [1.6051, -1.6958, 1.1130], [-1.0754, 1.2424, -4.1717], [0.5680, -1.8317, -4.8030], [2.0808, -3.7149, -4.2340], [2.8674, -3.9656, -1.8887], [3.5856, -3.4478, -0.2685], [-0.6283, 3.9817, -0.2367], [-1.8622, 2.9536, 0.4057], [-2.0964, 1.6640, 0.3363], [-3.3561, 1.3611, 0.8883], [-3.9749, 0.1080, 0.8924], [-5.2265, -0.0319, 1.4610], [-5.8846, 1.0550, 2.0393], [-5.2963, 2.3041, 2.0342], [-4.0413, 2.4470, 1.4499], [-3.1007, 3.8792, 1.2316], [-3.4809, -0.7330, 0.4344], [-5.6945, -1.0090, 1.4606], [-6.8622, 0.9225, 2.4868], [-5.8029, 3.1592, 2.4648], [-4.9068, -6.3980, -5.2857], [-6.4123, -6.4110, -5.3303], [-7.0475, -7.1931, -5.9912], [-7.3146, -5.1995, -4.3782], [-6.0450, -4.2025, -3.6437], [-5.5666, -4.4985, -2.3698], [-4.5635, -3.7335, -1.8041], [-4.0122, -2.6437, -2.4946], [-4.5184, -2.3427, -3.7656], [-5.5229, -3.1089, -4.3279], [-2.9725, -1.8721, -1.9008], [-2.0899, -1.2468, -1.3337], [-4.5319, -6.3083, -4.2679], [-4.5392, -5.5307, -5.8369], [-4.5516, -7.3108, -5.7581], [-5.9797, -5.3391, -1.8254], [-4.1893, -3.9647, -0.8146], [-4.1120, -1.4962, -4.3035], [-5.9078, -2.8628, -5.3106], [-4.5175, -6.0254, 4.0894], [-3.8188, -4.7685, 3.6518], [-2.9217, -4.7689, 2.5894], [-2.2405, -3.6365, 2.1710], [-1.2587, -3.7671, 1.0391], [-2.4638, -2.4031, 2.8511], [-1.8691, -1.1760, 2.4845], [-1.1654, -0.9715, 1.3984], [-3.3758, -2.3993, 3.9561], [-3.6654, -1.1348, 4.7183], [-4.0230, -3.5612, 4.3213], [-4.5134, -6.7751, 3.2967], [-5.5573, -5.8297, 4.3598], [-4.0344, -6.4717, 4.9639], [-2.7371, -5.6993, 2.0590], [-1.2105, -4.8075, 0.7123], [-0.2619, -3.4557, 1.3564], [-1.5296, -3.1440, 0.1850], [-2.1022, -0.2887, 3.0596], [-2.7647, -0.7191, 5.1784], [-4.3854, -1.3305, 5.5133], [-4.0797, -0.3588, 4.0683], [-4.7191, -3.5273, 5.1550], [4.6232, 8.8011, -0.9952], [3.9756, 7.4469, -0.8970], [4.0866, 6.5161, -1.9130], [3.4835, 5.2614, -1.8230], [3.6941, 4.3405, -3.0041], [2.7678, 4.9084, -0.6667], [1.9586, 2.8820, -0.7797], [1.0540, 1.2633, 0.4302], [1.5861, 1.7701, 1.4669], [2.2458, 2.9074, 1.2872], [1.5744, 1.2583, 2.8553], [2.7758, 1.1231, 3.5451], [2.7740, 0.6088, 4.8309], [1.5756, 0.2499, 5.4360], [0.3784, 0.4091, 4.7546], [0.3793, 0.9120, 3.4621], [3.9552, 1.9688, -0.7481], [5.0299, 2.3515, 0.0816], [5.0902, 3.5906, 0.9411], [6.1921, 1.5795, 0.0685], [6.3523, 0.4690, -0.7450], [7.6118, -0.3515, -0.7039], [5.3221, 0.1595, -1.6140], [4.1447, 0.9031, -1.6412], [3.1717, 0.5498, -2.7314], [2.6149, 5.8562, 0.3610], [1.8571, 5.6311, 1.6441], [3.2249, 7.0992, 0.2169], [5.1511, 8.9181, -1.9418], [5.3427, 8.9533, -0.1880], [3.8802, 9.5978, -0.9228], [4.6472, 6.7658, -2.8090], [3.9198, 4.9313, -3.8923], [2.8232, 3.7302, -3.2494], [4.5280, 3.6561, -2.8309], [3.7013, 1.4080, 3.0590], [3.7084, 0.4838, 5.3641], [1.5768, -0.1542, 6.4408], [-0.5581, 0.1300, 5.2207], [-0.5413, 1.0471, 2.9126], [4.1732, 3.7879, 1.4792], [5.3072, 4.4627, 0.3173], [5.9028, 3.4914, 1.6630], [7.0050, 1.8650, 0.7292], [8.2795, -0.0036, 0.0844], [8.1531, -0.2962, -1.6509], [7.3908, -1.4040, -0.5161], [5.4238, -0.6792, -2.2975], [3.1892, -0.5212, -2.9301], [3.4543, 1.0615, -3.6570], [2.1451, 0.8270, -2.5138], [0.9575, 5.0402, 1.4987], [1.5792, 6.5962, 2.0697], [2.4771, 5.1011, 2.3698], [3.1011, 7.8264, 1.0142]],
  "lowdin_charge": [0.973, 0.118, -0.530, -0.121, -0.245, -0.008, -0.073, -0.035, -0.199, 0.064, -0.449, 0.123, 0.122, 0.133, 0.119, 0.100, 0.098, 0.083, 0.511, -1.058, -0.002, -0.287, -0.030, -0.083, -0.110, -0.108, -0.488, 0.999, 0.070, 0.107, 0.096, 0.100, -0.050, -0.750, -0.015, 1.011, -0.581, -0.108, -0.019, -0.240, -0.027, -0.110, -0.107, -0.033, 0.076, 0.088, 0.083, 0.106, 0.114, 0.114, 0.105, -0.070, -0.284, -0.031, -0.182, -0.033, -0.114, -0.180, -0.268, -0.208, -0.047, -0.032, 0.068, 0.071, 0.075, 0.107, 0.076, 0.076, 0.049, 0.095, 0.067, 0.073, 0.070, 0.109, -0.057, -0.275, -0.029, -0.302, -0.083, -0.298, 1.761, -0.118, -0.596, -0.290, -0.137, -0.014, -0.082, -0.089, -0.062, -0.015, -0.243, -0.247, -0.042, -0.023, -0.271, -0.054, -0.023, -0.287, -0.062, -0.275, -0.072, -0.022, 0.069, 0.078, 0.078, 0.111, 0.077, 0.046, 0.082, 0.116, 0.098, 0.097, 0.091, 0.100, 0.047, 0.087, 0.077, 0.109, 0.070, 0.078, 0.077, 0.120, 0.071, 0.097, 0.017, 0.004, 0.077, 0.079, 0.116]
}